No. 1
Below is a molecular structure, C7H6O3 at a distorted geometry, with properties calculated with ωB97M-V/def2-TZVPD.

ORCA input file:
```
! wB97M-V def2-TZVPD RIJCOSX def2/J DEFGRID3
* xyz 0 1
C 0.889 -2.826 0.889
C -0.205 -2.944 -0.099
C 1.686 -3.687 1.469
C 1.124 -1.487 0.943
C 0.243 -0.714 0.100
C 0.841 0.084 -1.057
C -0.643 0.025 1.028
O 2.420 -4.440 1.863
O 2.285 -0.682 2.078
O -0.517 -1.840 -0.507
H -0.037 0.550 -1.458
H 1.279 -0.606 -1.756
H 1.594 0.811 -0.636
H -1.319 -0.571 1.573
H -1.078 0.671 0.308
H 0.060 0.543 1.847
*
```

## Properties
F_max: 0.197 hartree/bohr
energy relative to the best compared isomer or geometry (same formula, charge and spin): 8.338 eV
Kohn-Sham gap: 7.75 eV

---

No. 2
Below is a molecular structure, C13H27Br4IO3S at a distorted geometry, with properties calculated with ωB97M-V/def2-TZVPD.

ORCA input file:
```
! wB97M-V def2-TZVPD RIJCOSX def2/J DEFGRID3
* xyz 0 1
C 4.453 -1.963 1.450
C 3.391 -2.129 0.314
C 2.663 -0.742 0.122
C 1.126 -0.980 0.069
C 0.284 0.091 0.822
C -1.200 0.193 0.373
C -1.829 -1.123 -0.149
C -2.226 -2.081 1.022
C -1.628 -3.497 0.907
O -2.078 -4.030 -0.366
S -0.849 -4.780 -1.187
O -1.293 -4.968 -2.592
O 0.421 -3.670 -1.294
I 0.596 -2.747 -3.091
H 5.213 -1.247 1.114
H 3.927 -1.533 2.317
H 4.860 -2.948 1.713
H 3.830 -2.422 -0.650
H 2.701 -2.925 0.626
H 2.939 -0.014 0.898
H 3.014 -0.359 -0.849
H 0.813 -0.944 -0.990
H 0.815 -1.967 0.437
H 0.385 -0.127 1.902
H 0.785 1.067 0.690
H -1.316 0.996 -0.369
H -1.798 0.498 1.254
H -1.234 -1.638 -0.915
H -2.771 -0.833 -0.645
H -3.319 -2.210 0.994
H -1.942 -1.654 1.996
H -2.029 -4.164 1.686
H -0.530 -3.533 1.001
Br 0.606 3.202 2.972
C -1.034 3.839 2.137
C -0.788 4.309 0.727
Br 0.066 6.059 0.694
H -1.438 4.614 2.782
H -1.706 2.982 2.138
H -1.732 4.442 0.200
H -0.150 3.635 0.161
Br 0.283 1.614 -2.055
C -0.749 2.908 -3.081
C -1.692 3.680 -2.196
Br -3.245 2.612 -1.704
H -1.256 2.357 -3.866
H -0.013 3.575 -3.526
H -2.093 4.543 -2.724
H -1.230 4.009 -1.269
*
```

## Properties
F_max: 0.051 hartree/bohr
Kohn-Sham gap: 8.50 eV

---

No. 3
Below is 6 unconnected molecules or ions with the total composition C10H32O6 at a distorted geometry, with properties calculated with ωB97M-V/def2-TZVPD.

ORCA input file:
```
! wB97M-V def2-TZVPD RIJCOSX def2/J DEFGRID3
* xyz 0 1
C 1.777 3.760 0.111
C 1.976 4.112 1.519
C 1.415 3.198 2.609
O 3.422 4.160 1.658
H 2.182 2.814 -0.184
H 2.192 4.500 -0.709
H 0.632 3.686 0.074
H 1.710 5.023 1.813
H 0.440 2.998 2.319
H 1.465 3.825 3.568
H 1.977 2.258 2.389
H 3.748 5.083 1.260
C 0.040 -4.346 -2.371
C -0.695 -3.044 -2.855
C -1.456 -3.197 -4.177
O -1.594 -2.777 -1.882
H 0.376 -4.715 -3.242
H -0.796 -4.929 -2.236
H 0.690 -4.148 -1.689
H -0.143 -2.103 -2.952
H -1.871 -2.211 -4.490
H -2.220 -3.920 -4.190
H -0.869 -3.623 -4.898
H -1.467 -2.071 -1.433
C -3.954 0.186 -2.328
O -4.291 1.340 -1.564
H -3.464 -0.508 -1.667
H -3.182 0.310 -2.829
H -4.780 -0.140 -2.935
H -4.519 2.060 -2.226
C -1.238 0.540 -0.003
O -0.572 -0.642 -0.318
H -1.159 1.093 -0.810
H -0.712 1.016 0.707
H -2.247 0.474 0.256
H 0.361 -0.475 0.026
C 2.278 -1.673 1.619
O 1.975 -0.333 1.257
H 2.232 -2.001 2.568
H 3.277 -1.995 1.307
H 1.476 -2.535 1.145
H 2.744 0.382 1.212
C 0.485 -0.294 4.489
O -0.218 -0.528 3.341
H 0.285 0.757 4.946
H 1.576 -0.057 4.063
H 0.459 -0.964 5.271
H 0.255 -0.343 2.468
*
```

## Properties
F_max: 0.178 hartree/bohr
energy relative to the best compared isomer or geometry (same formula, charge and spin): 7.715 eV
Kohn-Sham gap: 9.68 eV

---

No. 4
Below is a molecular structure, C19H35IN4OS4Si2Sr, with properties calculated with ωB97M-V/def2-TZVPD.

ORCA input file:
```
! wB97M-V def2-TZVPD RIJCOSX def2/J DEFGRID3
* xyz -2 1
Sr -0.503 0.756 0.445
N 0.728 2.950 -0.727
C 1.317 3.912 0.200
C 0.381 4.138 1.381
N 0.087 2.902 2.087
C 1.179 2.422 2.939
C 1.911 1.202 2.376
N 1.129 -0.027 2.530
H 1.375 2.711 -1.472
H -0.110 3.321 -1.173
H 1.532 4.882 -0.270
H 2.274 3.514 0.553
H -0.564 4.545 1.010
H 0.821 4.896 2.048
H -0.722 3.052 2.711
H 0.739 2.170 3.909
H 1.915 3.218 3.118
H 2.894 1.129 2.856
H 2.083 1.370 1.309
H 0.396 0.052 3.233
H 1.672 -0.867 2.644
C -0.056 -4.453 -1.191
Si 0.213 -2.736 -0.415
C 1.907 -2.916 0.413
C -1.087 -2.676 0.948
C 0.132 -1.387 -1.679
C 1.291 -0.581 -1.891
C 1.850 -0.316 -3.181
C 2.988 0.427 -3.327
C 3.637 0.933 -2.192
C 3.041 0.674 -0.977
N 1.903 -0.002 -0.809
Si -1.048 -1.635 -3.085
C -1.233 -0.128 -4.211
C -2.759 -2.065 -2.424
C -0.612 -3.032 -4.309
H 0.083 -5.215 -0.418
H 0.662 -4.646 -1.992
H -1.061 -4.576 -1.599
H 2.564 -3.536 -0.204
H 1.786 -3.416 1.379
H 2.398 -1.957 0.568
H -0.987 -3.566 1.577
H -2.097 -2.680 0.530
H -1.028 -1.825 1.634
H 1.380 -0.752 -4.051
H 3.396 0.599 -4.317
H 4.554 1.503 -2.253
H 3.495 1.065 -0.070
H -1.145 0.809 -3.661
H -2.233 -0.143 -4.655
H -0.510 -0.132 -5.030
H -3.108 -1.297 -1.730
H -2.769 -3.028 -1.907
H -3.476 -2.123 -3.248
H 0.363 -2.862 -4.778
H -1.362 -3.052 -5.107
H -0.587 -4.017 -3.844
O -5.816 0.566 6.889
C -4.884 0.867 6.165
S -4.335 -0.086 4.796
C -2.983 0.934 4.288
C -2.769 2.054 5.010
S -1.555 3.305 4.891
S -3.892 2.304 6.356
S -2.115 0.229 2.924
I -2.674 2.320 -1.521
*
```

## Properties
F_max: 0.012 hartree/bohr
energy relative to the best compared isomer or geometry (same formula, charge and spin): 1.027 eV
Kohn-Sham gap: 4.94 eV

---

No. 5
Below is 3 unconnected molecules or ions with the total composition C2H12N2O2 at a distorted geometry, with properties calculated with ωB97M-V/def2-TZVPD.

ORCA input file:
```
! wB97M-V def2-TZVPD RIJCOSX def2/J DEFGRID3
* xyz 0 1
N -1.812 -0.828 -0.857
C -1.206 -0.301 0.376
C -0.545 1.066 0.149
N 0.282 1.065 -1.037
H -2.628 -1.389 -0.594
H -2.301 -0.031 -1.281
H -1.863 -0.124 1.246
H -0.473 -1.023 0.740
H 0.022 1.268 1.064
H -1.336 1.788 0.072
H 0.872 1.883 -1.166
H 0.993 0.335 -0.959
O 0.222 -3.356 -0.661
H -0.549 -3.022 -1.141
H 0.572 -2.534 -0.290
O 3.250 1.630 1.072
H 3.876 1.366 1.752
H 2.622 2.207 1.514
*
```

## Properties
F_max: 0.030 hartree/bohr
energy relative to the best compared isomer or geometry (same formula, charge and spin): 0.797 eV
Kohn-Sham gap: 9.84 eV

---

No. 6
Below is 2 unconnected molecules or ions with the total composition BH4NS at a distorted geometry, with properties calculated with ωB97M-V/def2-TZVPD.

ORCA input file:
```
! wB97M-V def2-TZVPD RIJCOSX def2/J DEFGRID3
* xyz 0 1
B -0.534 -0.113 0.275
N 1.227 0.200 -1.128
S -0.399 0.845 1.692
H -1.108 -1.081 -0.049
H 0.784 0.935 -1.781
H 0.968 -0.781 -1.428
H -0.938 -0.004 2.420
*
```

## Properties
F_max: 0.086 hartree/bohr
energy relative to the best compared isomer or geometry (same formula, charge and spin): 4.128 eV
Kohn-Sham gap: 9.04 eV

---

No. 7
Below is a molecular structure, C8H28BCl2HgO10P2 at a distorted geometry, with properties calculated with ωB97M-V/def2-TZVPD.

ORCA input file:
```
! wB97M-V def2-TZVPD RIJCOSX def2/J DEFGRID3
* xyz 0 2
Hg -0.486 0.448 0.882
Cl -2.491 -0.220 -0.979
Cl 1.794 1.047 2.151
B -2.093 2.114 1.682
H -1.863 2.162 0.629
H -2.905 1.413 1.798
H -1.308 1.693 2.291
H -2.422 3.058 2.088
C 3.379 -2.709 -0.132
O 2.504 -2.914 -1.172
P 0.952 -2.439 -0.920
O 0.712 -1.259 -0.057
O 0.392 -2.235 -2.464
C 0.596 -1.121 -3.262
O 0.279 -3.797 -0.461
C -0.950 -3.868 0.220
H 3.190 -1.824 0.475
H 4.369 -2.665 -0.588
H 3.272 -3.568 0.529
H 0.891 -1.369 -4.281
H 1.195 -0.344 -2.787
H -0.416 -0.841 -3.552
H -1.573 -4.561 -0.346
H -1.374 -2.865 0.172
H -0.725 -4.201 1.233
C -1.569 2.354 -3.898
O -0.275 2.102 -3.432
P 0.243 2.577 -1.947
O 0.225 1.501 -0.929
O 1.843 2.902 -2.299
C 3.032 2.506 -1.583
O -0.466 3.972 -1.551
C -0.149 4.594 -0.306
H -1.665 2.227 -4.976
H -1.991 3.316 -3.606
H -2.246 1.623 -3.455
H 2.990 2.585 -0.496
H 3.764 3.208 -1.982
H 3.260 1.496 -1.923
H 0.656 5.319 -0.419
H 0.299 3.896 0.402
H -1.041 5.022 0.151
C -0.526 -1.529 3.582
C -1.217 -2.517 4.540
O -1.754 -3.731 3.936
O -1.377 -0.834 2.735
H 0.288 -1.984 3.019
H 0.049 -0.825 4.183
H -1.972 -1.957 5.091
H -0.495 -2.680 5.339
H -2.593 -3.527 3.518
H -2.234 -0.752 3.159
*
```

## Properties
F_max: 0.093 hartree/bohr
Kohn-Sham gap (alpha / beta): 9.42 / 4.43 eV

---

No. 8
Below is a molecular structure, C32H42AsN4OPtS2Se2, with properties calculated with ωB97M-V/def2-TZVPD.

ORCA input file:
```
! wB97M-V def2-TZVPD RIJCOSX def2/J DEFGRID3
* xyz 3 1
Pt 0.098 -0.705 -0.185
S 1.932 0.395 0.739
C 1.527 0.825 2.416
C 2.543 1.041 3.338
C 2.212 1.511 4.601
C 0.892 1.778 4.947
C -0.125 1.557 4.032
C 0.205 1.058 2.775
As -0.983 0.916 1.293
C -2.723 0.276 1.715
C -3.671 0.235 0.690
C -4.965 -0.166 0.980
C -5.308 -0.519 2.281
C -4.360 -0.481 3.296
C -3.059 -0.091 3.018
C -1.144 2.670 0.548
C -2.339 3.346 0.786
C -2.405 4.707 0.516
C -1.299 5.372 0.011
C -0.110 4.686 -0.222
C -0.022 3.332 0.053
H 3.577 0.854 3.077
H 2.998 1.680 5.325
H 0.657 2.167 5.928
H -1.147 1.799 4.292
H -3.397 0.529 -0.318
H -5.712 -0.190 0.198
H -6.323 -0.821 2.507
H -4.635 -0.750 4.307
H -2.326 -0.067 3.814
H -3.204 2.838 1.192
H -3.325 5.244 0.707
H -1.356 6.433 -0.195
H 0.755 5.215 -0.599
H 0.916 2.811 -0.088
C -1.212 -2.767 2.398
Se 0.461 -2.487 1.459
C 0.359 -4.034 0.247
C -0.873 -4.042 -0.630
Se -0.876 -2.458 -1.780
C -2.791 -2.290 -2.048
H -1.126 -3.735 2.889
H -2.065 -2.731 1.727
H -1.296 -1.988 3.147
H 0.389 -4.907 0.901
H 1.284 -3.999 -0.330
H -1.800 -4.050 -0.061
H -0.865 -4.912 -1.286
H -3.117 -3.208 -2.533
H -2.946 -1.443 -2.707
H -3.297 -2.139 -1.098
C -3.752 3.181 -2.589
C -3.081 2.130 -3.475
C -1.741 1.711 -2.960
N -1.550 0.882 -1.996
N -0.213 0.674 -1.738
C 0.607 1.319 -2.553
N 1.936 1.225 -2.532
S -0.263 2.319 -3.655
H -4.718 3.451 -3.011
H -3.147 4.086 -2.522
H -3.912 2.798 -1.581
H -2.965 2.511 -4.490
H -3.704 1.237 -3.546
H 2.342 0.388 -2.131
H 2.481 1.736 -3.207
O 2.121 -1.501 -1.653
C 3.089 -2.232 -1.915
C 3.972 -1.989 -3.093
C 5.167 -1.171 -2.539
C 5.912 -1.774 -1.338
C 5.187 -1.685 0.018
C 4.046 -2.700 0.236
N 3.515 -3.206 -1.053
H 3.451 -1.446 -3.879
H 4.332 -2.936 -3.501
H 4.809 -0.173 -2.259
H 5.866 -1.027 -3.362
H 6.847 -1.223 -1.237
H 6.216 -2.804 -1.554
H 4.796 -0.669 0.132
H 5.918 -1.822 0.814
H 3.233 -2.234 0.791
H 4.381 -3.568 0.800
H 4.219 -3.784 -1.496
*
```

## Properties
F_max: 0.015 hartree/bohr
energy relative to the best compared isomer or geometry (same formula, charge and spin): 0.335 eV
Kohn-Sham gap: 6.08 eV

---

No. 9
Below is a molecular structure, C19H18N6O5S at a distorted geometry, with properties calculated with ωB97M-V/def2-TZVPD.

ORCA input file:
```
! wB97M-V def2-TZVPD RIJCOSX def2/J DEFGRID3
* xyz 0 1
C -5.503 -2.129 1.414
C -5.285 -3.135 0.179
H -6.077 -3.776 0.231
H -5.490 -2.635 -0.796
C -4.062 -4.024 0.041
C -3.023 -2.970 -0.058
O -3.064 -2.194 -0.827
O -1.964 -3.021 0.615
C -0.896 -2.123 0.509
H -1.170 -1.166 0.679
C -0.140 -2.149 -0.706
N 1.239 -2.128 -0.668
C 2.057 -1.284 -0.455
C 3.458 -1.059 -0.115
C 4.091 0.069 -0.049
N 5.295 0.348 0.409
O 5.456 1.541 0.509
N 4.192 2.234 0.455
C 3.473 1.434 0.074
C 1.931 1.386 0.068
C 1.298 0.146 -0.387
H 0.160 0.253 -0.299
S 1.179 3.016 0.131
C -0.602 2.664 0.120
N -1.181 1.680 -0.548
C -2.428 1.872 -0.316
C -3.622 0.876 -0.540
C -4.826 1.841 -0.499
C -5.069 3.005 -0.070
C -3.852 3.803 0.109
C -2.636 3.340 -0.080
N -1.394 3.666 -0.001
H -1.039 4.673 0.345
H -4.006 4.768 0.227
H -6.008 3.412 -0.134
H -5.715 1.302 -0.604
H -3.503 0.023 -0.952
N 4.194 -2.306 0.106
O 5.375 -2.211 0.031
O 3.496 -3.276 -0.245
H 1.995 -3.151 -0.384
H -0.596 -1.577 -1.237
H -0.372 -3.407 -1.048
H -0.240 -2.523 1.475
H -4.003 -4.257 1.086
H -3.921 -4.681 -0.594
H -5.347 -2.740 2.329
H -4.661 -1.502 1.282
H -6.502 -1.557 1.214
*
```

## Properties
F_max: 0.321 hartree/bohr
energy relative to the best compared isomer or geometry (same formula, charge and spin): 21.324 eV
Kohn-Sham gap: 7.12 eV

---

No. 10
Below is 12 unconnected molecules or ions with the total composition C18H60N4O12 at a distorted geometry, with properties calculated with ωB97M-V/def2-TZVPD.

ORCA input file:
```
! wB97M-V def2-TZVPD RIJCOSX def2/J DEFGRID3
* xyz 0 1
N -13.901 -5.194 19.384
C -15.067 -5.507 19.892
N -15.351 -4.856 20.997
O -16.013 -6.380 19.263
H -13.661 -5.735 18.592
H -13.377 -4.415 19.691
H -16.297 -4.962 21.255
H -14.797 -4.083 21.450
N -8.326 -5.014 20.165
C -9.098 -4.581 21.101
N -10.383 -4.704 20.924
O -8.579 -3.741 22.050
H -7.342 -4.756 20.094
H -8.756 -5.536 19.400
H -10.901 -4.206 21.716
H -10.888 -5.365 20.362
C -12.433 -4.826 16.013
C -12.732 -3.351 15.902
O -11.531 -2.650 16.102
H -13.358 -5.366 15.891
H -11.949 -4.991 16.988
H -11.786 -5.110 15.208
H -13.468 -3.034 16.654
H -13.187 -3.059 14.934
H -11.733 -2.059 16.851
C -7.544 -5.405 16.454
C -8.943 -4.943 16.803
O -9.250 -3.881 15.994
H -6.758 -4.635 16.417
H -7.492 -6.024 15.537
H -7.173 -6.123 17.186
H -8.965 -4.526 17.810
H -9.717 -5.686 16.672
H -10.118 -3.573 16.202
C -8.357 -7.690 22.647
C -8.469 -8.145 24.086
O -8.344 -9.444 24.235
H -8.978 -8.266 22.045
H -7.346 -7.665 22.268
H -8.676 -6.652 22.583
H -9.510 -7.884 24.310
H -7.747 -7.607 24.558
H -7.734 -9.536 24.987
C -7.700 -8.643 19.238
C -6.386 -8.399 18.489
O -5.655 -7.442 19.130
H -8.417 -9.299 18.639
H -8.207 -7.653 19.458
H -7.569 -9.091 20.186
H -6.680 -8.038 17.503
H -5.801 -9.334 18.524
H -4.782 -7.319 18.675
C -13.970 -8.192 22.328
C -12.931 -7.074 22.565
O -13.294 -6.448 23.760
H -14.994 -7.883 22.079
H -14.073 -8.947 23.110
H -13.588 -8.782 21.468
H -12.854 -6.391 21.754
H -11.920 -7.396 22.652
H -13.204 -5.481 23.623
C -13.318 -9.614 18.257
C -14.070 -8.309 18.299
O -13.421 -7.399 17.432
H -12.538 -9.688 19.000
H -12.935 -9.759 17.249
H -13.972 -10.461 18.304
H -14.286 -7.917 19.285
H -15.047 -8.373 17.814
H -13.740 -7.525 16.547
C -10.934 -7.516 19.833
O -11.193 -6.489 18.901
H -10.330 -7.211 20.686
H -10.416 -8.426 19.420
H -11.969 -7.837 20.116
H -11.867 -6.849 18.391
C -11.043 -11.810 18.238
O -12.116 -12.272 19.056
H -10.317 -11.230 18.839
H -11.420 -11.346 17.341
H -10.546 -12.740 17.845
H -12.165 -13.239 18.923
C -9.943 -10.711 21.493
O -11.133 -10.061 21.262
H -9.897 -10.709 22.557
H -9.121 -10.116 21.040
H -9.984 -11.713 21.104
H -11.831 -10.422 21.800
C -10.476 -8.394 16.441
O -10.797 -9.572 15.682
H -10.433 -8.908 17.433
H -11.301 -7.692 16.458
H -9.563 -7.869 16.201
H -10.086 -10.183 15.811
*
```

## Properties
F_max: 0.172 hartree/bohr
energy relative to the best compared isomer or geometry (same formula, charge and spin): 5.313 eV
Kohn-Sham gap: 8.91 eV

---

No. 11
Below is 2 unconnected molecules or ions with the total composition CH5NO2S at a distorted geometry, with properties calculated with ωB97M-V/def2-TZVPD.

ORCA input file:
```
! wB97M-V def2-TZVPD RIJCOSX def2/J DEFGRID3
* xyz 0 1
C 1.329 -0.604 0.333
N 0.505 0.270 -0.447
O -2.098 0.020 0.157
O -1.254 -1.018 -0.035
S -0.148 1.559 0.177
H 1.303 -1.575 -0.162
H 2.358 -0.236 0.345
H 0.981 -0.732 1.360
H -2.495 0.204 -0.713
H -0.481 2.112 -1.015
*
```

## Properties
F_max: 0.020 hartree/bohr
energy relative to the best compared isomer or geometry (same formula, charge and spin): 6.749 eV
Kohn-Sham gap (alpha / beta): 9.43 / 8.05 eV